(1)
DFT (the ωB97M-V functional and the def2-TZVPD basis) results for a molecular structure, C24H62MnN3O15S4 at a distorted geometry.

Values from the calculation:
Multiplicity = 6
E_HOMO (alpha / beta) = -10.30 / -10.30 eV
F_max = 2.381 eV/Å
E_LUMO (alpha / beta) = -0.14097 / -0.16373 Eh
Relative energy (zero: lowest compared OMol25 entry of this formula, charge and spin) = 102.8 kJ/mol
Total charge = +1
Expectation value of S² = 8.75

Positions of all 109 atoms, in Å:
Mn -2.319490 1.203275 -2.410063
N 0.201185 -0.278420 -0.752402
O 0.391980 -1.483578 -0.740010
O -0.943909 0.167309 -1.098521
O 1.115747 0.523438 -0.541053
C -3.211512 -1.827904 -0.735048
C -4.227094 -0.799082 -1.170656
N -3.918328 0.664324 -1.030249
C -5.161795 1.373968 -1.427177
C -5.113630 2.898927 -1.303159
C -3.536803 0.934524 0.380221
C -4.602078 0.621778 1.433286
H -2.248183 -1.788051 -1.234342
H -3.633637 -2.814708 -0.927965
H -2.983638 -1.760709 0.331857
H -4.435045 -0.981573 -2.235547
H -5.218574 -1.006091 -0.755888
H -5.386033 1.122559 -2.466719
H -6.016767 1.040953 -0.838242
H -4.602821 3.381202 -2.134581
H -6.171417 3.169302 -1.281846
H -4.771400 3.230831 -0.325848
H -3.367581 2.004020 0.520623
H -2.621929 0.414433 0.644241
H -4.363864 0.975736 2.434502
H -4.897239 -0.426728 1.461939
H -5.527767 1.177054 1.235016
C -0.480199 -0.954234 2.634211
C -1.469190 0.038954 3.200640
N -1.181848 0.349859 4.594500
C -0.132482 1.370836 4.720752
C -0.445329 2.717091 4.032720
C -2.381212 0.743793 5.332556
C -3.187378 -0.457424 5.762414
H 0.454558 -0.499402 2.287361
H -0.838113 -1.448148 1.724362
H -0.248401 -1.713433 3.377352
H -1.627754 0.947313 2.595962
H -2.443066 -0.454932 3.117809
H 0.741349 0.977746 4.199415
H 0.111521 1.505120 5.772141
H -0.349809 2.584058 2.951971
H 0.332045 3.440629 4.282833
H -1.436623 3.084747 4.289590
H -2.076873 1.357183 6.183208
H -3.049005 1.415218 4.757976
H -2.604216 -1.106644 6.416479
H -4.135011 -0.193647 6.227306
H -3.379213 -1.083555 4.886719
O -3.618724 -2.097295 -4.837938
S -2.335177 -1.519910 -4.688240
O -2.128606 -0.558865 -3.612450
O -1.282425 -2.646743 -4.528502
C -0.136584 -2.487399 -3.634068
C 1.094031 -2.987202 -4.353123
C -1.857578 -0.768449 -6.200983
H -0.330961 -3.041980 -2.720087
H 0.024501 -1.456038 -3.328478
H 0.982317 -4.062506 -4.510881
H 1.978516 -2.866072 -3.730974
H 1.212127 -2.508843 -5.322810
H -2.412845 0.159662 -6.336485
H -2.050425 -1.485811 -6.992430
H -0.811746 -0.464164 -6.156518
O 2.765396 -5.858312 0.538586
S 3.032715 -4.739611 1.357676
O 2.453897 -4.568380 2.644967
O 4.622794 -4.738173 1.564074
C 5.144189 -3.968589 2.674516
C 5.641059 -4.968587 3.710167
C 2.791729 -3.266449 0.416501
H 4.433787 -3.341957 3.208274
H 5.948655 -3.375497 2.243652
H 6.202939 -5.763769 3.219425
H 4.781475 -5.422774 4.202300
H 6.290525 -4.528419 4.467131
H 2.802380 -2.408210 1.080666
H 1.836820 -3.387122 -0.088714
H 3.555738 -3.180841 -0.351951
O -0.339327 1.842336 -3.015385
S 0.813194 1.730023 -3.879894
O 0.878536 0.605161 -4.748523
O 0.864680 3.040379 -4.747843
C 1.037300 2.939447 -6.174689
C 1.679774 4.229655 -6.652855
C 2.322648 1.920022 -2.971413
H 0.116177 2.743004 -6.727095
H 1.684599 2.106411 -6.459113
H 2.621728 4.396522 -6.131910
H 0.994809 5.047347 -6.438572
H 1.914288 4.139106 -7.710985
H 2.481934 1.008966 -2.405918
H 2.143858 2.779216 -2.325693
H 3.028919 2.207915 -3.743482
O 4.170968 4.456923 3.027657
S 4.120154 3.269842 2.256256
O 5.267461 2.710917 1.634917
O 3.457088 2.205404 3.240974
C 3.295605 0.850106 2.790825
C 4.268944 -0.074588 3.486466
C 2.813913 3.376899 1.038145
H 3.466950 0.693953 1.723942
H 2.280888 0.573570 3.061441
H 4.365855 0.131505 4.552082
H 5.265464 -0.015225 3.041364
H 4.017577 -1.133509 3.390152
H 1.877762 3.317473 1.587117
H 2.944155 2.498269 0.415473
H 2.911444 4.353361 0.572592

Forces on the atoms, in the same order (eV/Å):
1.53 -1.57 0.92
1.01 0.28 -0.93
-0.41 -0.23 0.22
-0.95 0.20 0.43
-0.30 0.22 0.26
0.27 -0.09 0.63
-0.47 -0.50 -1.51
-0.08 -0.45 0.05
0.01 0.74 0.01
-0.71 -0.69 0.39
-0.34 0.72 1.33
-1.17 0.05 -0.44
-0.11 0.24 -0.20
-0.11 0.04 0.08
-0.13 -0.10 0.00
0.24 0.25 0.01
0.21 0.18 0.58
0.05 -0.20 0.03
0.16 -0.34 0.07
0.07 0.24 0.10
0.12 0.46 -0.50
0.40 0.07 -0.14
0.45 -0.02 -0.43
0.12 -0.02 -0.43
0.64 -0.24 -0.06
0.22 -0.06 0.19
0.06 -0.08 -0.20
0.70 0.17 -0.90
-0.68 -0.46 0.05
-0.27 0.67 0.17
-0.09 0.01 -0.88
0.55 -0.42 0.04
-0.26 0.37 -0.07
0.27 -0.63 -0.19
0.06 0.09 0.35
-0.29 -0.04 0.17
-0.02 -0.03 0.01
0.45 -0.04 -0.07
-0.04 0.01 0.48
0.17 -0.09 0.38
-0.02 -0.05 0.03
-0.32 0.10 -0.03
-0.19 0.12 0.24
0.05 0.21 -0.03
0.06 -0.21 0.14
0.18 -0.05 -0.18
-0.05 0.19 0.24
0.01 0.03 0.04
-0.29 0.07 0.01
-0.24 0.00 0.19
0.33 -0.24 -0.68
-0.28 0.74 0.16
-0.27 0.30 0.31
1.15 0.14 0.43
-0.47 -0.86 0.01
0.30 0.55 0.02
-0.22 -0.15 -0.13
-0.49 0.12 -0.29
0.10 0.05 -0.18
0.00 0.26 -0.01
0.16 0.16 0.07
-0.39 -0.24 -0.03
-0.01 0.05 -0.07
0.08 -0.36 0.12
-0.33 -0.64 -0.46
1.56 0.66 0.16
-0.74 -0.02 0.43
-0.88 0.40 -0.03
0.97 -0.65 0.71
0.15 -0.25 -0.19
-0.16 -0.15 -0.28
-0.41 0.15 -0.69
0.00 0.10 0.10
0.03 0.03 -0.01
0.02 -0.01 0.03
-0.10 0.21 -0.05
-0.10 0.06 -0.02
-0.14 0.23 0.21
0.15 -0.12 0.11
-0.66 0.57 0.00
0.85 0.44 -0.49
-0.14 -0.67 -0.10
-0.60 -0.13 0.29
0.96 0.00 -1.61
-0.23 -0.29 0.53
-1.19 0.51 -0.13
-0.38 0.19 0.61
0.07 -0.07 0.56
-0.03 0.06 0.07
0.18 0.24 -0.28
-0.23 0.16 -0.09
0.32 0.00 -0.01
0.15 -0.12 0.21
0.38 -0.42 0.12
0.17 0.46 0.05
-1.33 -0.37 0.29
0.59 -0.23 -0.29
0.30 0.02 -0.25
0.31 -1.06 0.34
0.82 -0.32 0.25
0.37 0.04 0.78
-0.33 0.58 -0.12
-0.10 0.09 -0.23
-0.13 0.12 -0.02
-0.01 0.35 0.08
-0.49 0.15 -0.09
-0.07 0.07 -0.05
-0.17 0.23 -0.43
0.04 -0.18 -0.39

(2)
DFT (the ωB97M-V functional and the def2-TZVPD basis) results for 8 unconnected molecules or ions with the total composition C24H63BBrClO11PS8.

Values from the calculation:
Multiplicity = 1
E_HOMO = -3.65 eV
F_max = 0.773 eV/Å
E_LUMO = 0.05578 Eh
Relative energy (zero: lowest compared OMol25 entry of this formula, charge and spin) = 0.0 kJ/mol
Total charge = -1

Positions of all 110 atoms, in Å:
C -0.874940 -3.444412 2.624011
C -2.319363 -3.556087 2.110308
P -2.936065 -2.241247 0.955381
C -1.560604 -1.983892 -0.260878
C -0.960571 -3.278952 -0.823243
B -3.021226 -0.572182 2.003280
O -3.019659 -0.712055 3.474640
C -3.593725 0.492463 3.893969
C -4.713963 0.769125 2.851592
Br -4.541974 2.787502 2.295621
C -6.175871 0.601718 3.350194
C -6.962356 -0.509314 2.640004
C -8.391028 -0.070780 2.311369
C -9.234627 -1.208808 1.743749
S -8.902714 -1.563568 0.015005
O -7.951556 -0.643381 -0.520033
O -10.150463 -1.785524 -0.655379
Cl -7.984986 -3.379935 0.124062
O -4.437300 0.008560 1.801303
H -0.612077 -2.414673 2.862419
H -0.141550 -3.840721 1.917470
H -0.743522 -4.016548 3.549787
H -3.000629 -3.480169 2.965112
H -2.501643 -4.533811 1.653618
H -0.783999 -1.320962 0.135952
H -2.017203 -1.434364 -1.090181
H -0.853329 -4.059722 -0.069504
H 0.033931 -3.089261 -1.242657
H -1.582757 -3.671413 -1.632466
H -2.215769 0.263619 1.586377
H -3.977089 0.435005 4.917837
H -2.872922 1.319607 3.847573
H -6.719878 1.539880 3.238835
H -6.123021 0.387700 4.420953
H -7.029204 -1.400772 3.274487
H -6.436759 -0.807805 1.732368
H -8.885553 0.243678 3.237296
H -8.376110 0.773229 1.618763
H -10.307921 -1.010650 1.738308
H -9.057229 -2.127855 2.301648
C 2.606567 0.821547 3.696716
S 1.275420 -0.027663 4.547521
O 1.365151 -1.453666 4.127794
C -0.056568 0.681263 3.579005
H 3.553040 0.468019 4.102254
H 2.538533 0.594905 2.634073
H 2.525450 1.897332 3.858363
H 0.114352 0.458406 2.526343
H -0.097526 1.759071 3.746393
H -0.985380 0.211260 3.899617
C -4.301873 2.234669 -3.240930
S -3.859731 1.089248 -1.926268
O -2.587448 0.449987 -2.370406
C -5.161767 -0.099840 -2.242520
H -3.572571 3.042611 -3.226919
H -4.265930 1.716813 -4.198809
H -5.297923 2.640105 -3.062078
H -5.079654 -0.454646 -3.270655
H -6.130611 0.362695 -2.059310
H -5.018339 -0.918917 -1.539589
C -3.231849 0.908537 -8.538582
S -3.181653 1.840180 -7.001468
O -4.465279 2.583151 -6.916297
C -1.938343 3.022221 -7.536822
H -3.993379 0.140207 -8.424136
H -3.495781 1.578274 -9.357021
H -2.261611 0.443018 -8.711780
H -2.295254 3.541589 -8.426172
H -1.003478 2.498966 -7.737165
H -1.796063 3.729026 -6.722208
C 5.615296 1.217717 -0.654040
S 4.155822 0.227180 -0.353749
O 3.322165 0.924457 0.660469
C 4.992179 -1.114196 0.492309
H 5.300251 2.135566 -1.147356
H 6.097768 1.451537 0.295540
H 6.293790 0.659474 -1.297575
H 5.506009 -0.714361 1.366832
H 5.690261 -1.597788 -0.191489
H 4.232050 -1.829736 0.799725
C 9.991703 -0.954338 -3.593204
S 9.795026 0.081570 -2.139298
O 8.335781 0.319468 -1.987710
C 10.478139 1.575804 -2.865280
H 9.569823 -1.928105 -3.352955
H 9.450675 -0.507238 -4.426852
H 11.051573 -1.058446 -3.825426
H 9.901691 1.839827 -3.751482
H 11.526449 1.411792 -3.114891
H 10.395693 2.363419 -2.119439
C 3.004705 -2.950697 -2.754101
S 4.442642 -4.001674 -2.956000
O 5.146280 -4.041756 -1.646417
C 5.366461 -2.844607 -3.980268
H 2.293944 -3.455036 -2.102556
H 3.325357 -2.012995 -2.301672
H 2.546000 -2.774433 -3.727085
H 5.497278 -1.910227 -3.433664
H 4.830587 -2.675890 -4.914440
H 6.335337 -3.295597 -4.186227
C 3.461146 4.200923 6.029260
S 5.053744 3.802375 5.298757
O 5.309955 2.367484 5.573822
C 6.046494 4.725462 6.482306
H 2.700859 3.673105 5.457842
H 3.447104 3.862369 7.065028
H 3.290980 5.275712 5.965125
H 5.845728 4.351434 7.486048
H 5.811166 5.787368 6.407610
H 7.090603 4.559684 6.225468

Forces on the atoms, in the same order (eV/Å):
-0.18 -0.12 0.18
0.33 0.21 0.23
-0.55 -0.38 -0.30
0.11 0.09 -0.06
-0.02 0.11 -0.10
0.02 0.10 -0.27
0.13 0.10 0.12
0.09 0.29 -0.06
-0.33 -0.69 -0.08
-0.01 0.28 0.07
0.00 0.10 -0.07
-0.13 -0.07 -0.04
0.13 -0.20 0.07
-0.03 0.07 0.14
-0.14 0.13 -0.09
-0.11 -0.07 0.00
0.14 -0.02 0.09
0.15 -0.08 -0.03
0.12 0.17 -0.02
0.04 -0.03 -0.06
-0.05 0.18 -0.05
-0.02 0.01 -0.05
-0.02 -0.03 -0.07
0.03 0.02 0.04
0.01 -0.17 0.11
0.16 0.08 0.16
0.00 0.01 -0.04
-0.06 -0.02 -0.01
-0.02 -0.06 0.09
-0.03 -0.09 0.11
-0.06 -0.14 -0.06
0.01 -0.07 0.02
0.09 0.00 0.04
-0.05 0.08 -0.01
0.14 0.02 -0.03
0.00 0.05 0.02
-0.05 0.11 -0.11
-0.05 0.02 0.09
0.06 0.10 0.01
-0.05 -0.04 -0.11
0.03 -0.03 0.01
-0.11 0.11 -0.13
0.16 -0.15 0.12
0.04 0.04 0.10
-0.02 0.02 0.05
0.04 0.03 0.04
-0.03 0.00 0.00
0.01 0.00 0.00
-0.01 -0.01 -0.01
0.04 -0.06 -0.04
-0.11 0.02 -0.04
0.11 0.02 0.14
0.03 0.03 -0.17
-0.05 0.00 0.01
0.02 -0.02 0.02
-0.01 -0.01 0.00
0.00 0.00 0.01
0.03 0.01 0.00
0.00 -0.01 0.02
0.03 -0.02 0.05
0.03 -0.02 -0.05
-0.01 -0.04 0.08
-0.02 0.04 -0.05
0.05 0.02 -0.02
0.00 0.00 0.01
-0.01 0.01 0.02
-0.01 -0.01 0.00
-0.02 0.00 0.01
0.01 0.01 0.01
-0.01 -0.01 0.01
0.02 0.04 0.04
-0.11 -0.21 -0.11
0.10 0.17 -0.10
0.05 -0.02 0.02
-0.04 -0.01 0.01
-0.02 -0.01 0.01
0.00 0.06 0.03
-0.02 0.01 0.00
-0.03 -0.03 0.00
-0.01 0.01 0.00
0.03 -0.03 -0.04
-0.01 -0.03 0.04
0.05 -0.02 -0.07
0.04 0.02 -0.04
-0.01 0.01 0.01
-0.01 0.01 0.01
0.00 -0.01 0.00
-0.02 -0.01 0.01
0.00 0.01 0.01
-0.01 -0.01 0.01
-0.03 0.05 0.03
0.00 -0.01 -0.02
0.04 0.03 0.03
0.00 0.02 -0.06
0.05 -0.04 0.01
-0.04 0.05 0.03
-0.01 -0.01 0.00
-0.01 -0.01 0.02
0.01 0.00 0.00
0.00 -0.01 0.01
-0.02 0.02 0.04
0.01 -0.02 -0.06
0.03 -0.03 0.03
-0.02 0.08 0.03
0.01 -0.01 0.00
0.01 -0.02 -0.01
-0.01 0.00 -0.01
-0.01 -0.02 -0.01
0.01 0.00 0.00
0.00 -0.01 -0.01